No. 1
A structure of composition C10H8AsMnO5S4. Source: the Open Molecules 2025 dataset; level of theory: ωB97M-V with the def2-TZVPD basis set.

```
29
Properties=species:S:1:pos:R:3
Mn -0.183 -0.225 0.343
S -0.689 4.477 1.936
As 0.020 2.576 1.240
S 0.046 0.745 2.349
S -0.605 1.714 -0.644
S 1.409 4.208 1.342
C -2.827 -1.347 -1.187
C -1.806 -1.048 -0.186
O -1.581 -1.386 0.950
H -2.498 -2.259 -1.699
H -2.900 -0.545 -1.916
H -3.781 -1.549 -0.696
O 3.194 1.082 -0.096
C 3.465 0.012 -0.343
O 1.119 -0.782 -0.189
C 4.123 -1.147 -0.665
C 3.530 -2.419 -0.820
C 4.297 -3.505 -1.163
C 5.657 -3.285 -1.347
O 6.566 -4.170 -1.678
C 7.845 -3.487 -1.754
O 7.575 -2.119 -1.437
C 6.257 -2.016 -1.194
C 5.536 -0.923 -0.855
H 2.470 -2.537 -0.666
H 3.871 -4.490 -1.287
H 8.224 -3.571 -2.769
H 8.515 -3.920 -1.015
H 5.985 0.053 -0.738
```

Lowest unoccupied orbital energy in eV: -7.933
2S+1: 1
Total charge: +2
Energy in eV: -156217.730

---

No. 2
A structure of composition C10H8BrCl3N2O2PdS3SbSi. Source: the Open Molecules 2025 dataset; level of theory: ωB97M-V with the def2-TZVPD basis set.

```
32
Properties=species:S:1:pos:R:3
Pd 2.235 -0.378 -0.213
S 4.486 -3.460 2.769
Sb 4.442 -3.027 0.495
S 2.082 -2.946 -0.109
S 4.466 -0.516 0.275
Cl 1.623 0.488 -3.856
Si 2.911 0.329 -2.214
Cl 2.610 2.280 -1.273
Cl 4.755 0.715 -3.113
N 1.056 0.872 3.617
C 0.540 -0.403 3.735
C 0.981 -1.081 2.644
N 1.748 -0.242 1.877
C 1.766 0.918 2.474
H 0.890 1.647 4.231
H -0.063 -0.704 4.572
H 0.854 -2.109 2.351
H 2.267 1.796 2.103
Br -6.161 0.243 -3.174
C -4.463 0.332 -2.299
C -3.485 -0.588 -2.632
C -2.255 -0.512 -1.993
C -2.015 0.459 -1.028
C -3.018 1.367 -0.714
C -4.249 1.316 -1.350
C -0.667 0.536 -0.311
O -0.589 1.254 0.686
O 0.224 -0.174 -0.872
H -3.678 -1.346 -3.379
H -1.454 -1.198 -2.234
H -2.808 2.108 0.047
H -5.031 2.026 -1.114
```

Lowest unoccupied orbital energy (alpha / beta) in eV: 3.625 / 3.625
2S+1: 2
Energy above the lowest of the compared OMol25 structures with the same formula, charge and spin in kcal per mole: 47.3
Total charge: -2
Energy in eV: -175594.422

---

No. 3
A structure of composition C10H8ClNO3. Source: the Open Molecules 2025 dataset; level of theory: ωB97M-V with the def2-TZVPD basis set.

```
23
Properties=species:S:1:pos:R:3
C 1.172 2.435 0.479
C 0.287 2.477 -0.284
C 2.151 -2.065 0.260
C 1.623 -1.654 -0.957
C 1.571 -1.662 1.438
C 0.495 -0.882 -1.028
C 0.454 -0.867 1.354
C -0.141 -0.536 0.139
C -1.088 2.482 -0.898
C -1.445 0.111 0.163
N -2.537 -0.786 -0.267
O -2.157 -1.774 -0.872
O -3.687 -0.525 0.025
O -1.498 1.283 -1.176
Cl -1.922 0.988 1.604
H 2.110 2.383 1.046
H 3.031 -2.671 0.571
H 2.113 -1.712 -1.923
H 2.025 -2.136 2.267
H 0.207 -0.384 -2.005
H -0.150 -0.578 2.201
H -0.889 3.024 -1.938
H -1.723 3.050 -0.199
```

Lowest unoccupied orbital energy in eV: -0.904
2S+1: 1
Energy above the lowest of the compared OMol25 structures with the same formula, charge and spin in kcal per mole: 145.0
Energy in eV: -30646.838

---

No. 4
A cluster of 2 separate species, C10H8F3NS in total. Source: the Open Molecules 2025 dataset; level of theory: ωB97M-V with the def2-TZVPD basis set.

```
23
Properties=species:S:1:pos:R:3
C 2.027 -0.143 0.815
C 1.880 0.286 -0.534
C 1.261 -1.221 1.329
C 0.987 -0.433 -1.402
C 0.434 -1.854 0.463
C 0.278 -1.435 -0.834
C -1.427 1.148 0.170
C -2.358 2.121 -0.212
C -3.259 -0.074 0.094
C -4.073 -1.308 -0.164
N -2.055 -0.067 0.523
F -4.651 -1.979 0.863
F -5.103 -1.099 -1.019
F -3.283 -2.214 -0.781
S -3.919 1.384 -0.589
H 2.654 0.430 1.481
H 2.372 1.128 -0.978
H 1.354 -1.486 2.375
H 0.975 0.037 -2.444
H -0.302 -2.570 0.798
H -0.444 1.276 0.509
H -2.197 3.110 -0.433
H -0.379 -1.915 -1.514
```

Structure (SMILES): FC(F)(F)c1nccs1.c1ccccc1
Lowest unoccupied orbital energy in eV: 0.238
2S+1: 1
Energy above the lowest of the compared OMol25 structures with the same formula, charge and spin in kcal per mole: 0.0
Energy in eV: -30976.515

---

No. 5
A cluster of 2 separate species, C10H8F4NO2S in total. Source: the Open Molecules 2025 dataset; level of theory: ωB97M-V with the def2-TZVPD basis set.

```
26
Properties=species:S:1:pos:R:3
C 0.937 1.575 1.338
C 1.993 1.403 0.796
S 3.385 1.190 -0.136
C 3.379 2.730 -1.216
F 2.175 2.881 -1.760
F 3.648 3.743 -0.422
C 4.455 2.545 -2.342
F 5.313 1.579 -1.907
F 5.121 3.672 -2.507
H -0.069 1.744 1.668
H 3.039 0.246 -1.045
H 3.967 2.211 -3.260
C -3.364 -3.133 -0.407
C -2.091 -3.291 0.127
C -1.575 -2.334 0.985
C -2.352 -1.230 1.295
C -3.620 -1.053 0.770
C -4.125 -2.016 -0.089
N -1.821 -0.223 2.220
O -0.687 -0.375 2.650
O -2.526 0.722 2.503
H -3.766 -3.887 -1.071
H -1.503 -4.164 -0.120
H -0.589 -2.453 1.409
H -4.208 -0.185 1.026
H -5.115 -1.896 -0.506
```

Lowest unoccupied orbital energy in eV: -4.743
2S+1: 1
Total charge: +1
Energy in eV: -37776.305

---

No. 6
The molecule C10H8N2. Source: the Open Molecules 2025 dataset; level of theory: ωB97M-V with the def2-TZVPD basis set.

```
20
Properties=species:S:1:pos:R:3
C -3.481 0.039 -0.068
C -2.815 1.124 0.381
C -1.399 1.154 0.355
C -0.739 -0.078 0.037
C -1.350 -1.162 -0.378
C -2.748 -1.135 -0.379
C 0.794 -0.039 0.002
C 2.681 1.092 -0.462
C 3.493 0.022 -0.014
C 2.725 -1.116 0.434
H -4.451 0.054 0.014
H -3.540 2.076 0.818
H -0.877 2.022 0.409
H -1.008 -2.032 -0.518
H -3.236 -2.025 -0.528
H 3.321 2.098 -0.643
H 4.615 0.067 0.045
H 3.112 -1.958 0.793
N 1.403 1.099 -0.387
N 1.324 -1.057 0.411
```

Structure (SMILES): c1ccc(-c2ncccn2)cc1
Lowest unoccupied orbital energy in eV: 0.452
2S+1: 1
Energy above the lowest of the compared OMol25 structures with the same formula, charge and spin in kcal per mole: 62.2
Energy in eV: -13476.987

---

Question: Which value of energy does entry 5 give?
Answer: -37776.305 eV

---

Question: Which value of 2S+1 does entry 1 give?
Answer: 1

---

Question: Number 6 is which compound?
Answer: C10H8N2